(1)
A structure of composition C25H45BN6O4Si3Ti in a non-equilibrium geometry, computed with ωB97M-V with the def2-TZVPD basis set.

```
! wB97M-V def2-TZVPD RIJCOSX def2/J DEFGRID3
* xyz 0 1
Ti -1.989 -0.018 -0.480
N -2.441 -3.671 -0.716
N -3.110 -3.469 -1.923
C -3.661 -2.246 -2.173
N -4.471 -2.119 -3.244
N -3.418 -1.264 -1.359
N -3.568 0.079 -1.724
O -3.933 0.453 -2.897
O -3.962 0.725 -0.600
H -1.463 -3.881 -0.871
H -2.902 -4.364 -0.143
H -3.480 -4.260 -2.428
H -4.398 -2.806 -3.975
H -4.595 -1.135 -3.516
C -1.162 -1.452 3.242
Si -0.481 0.223 2.672
C 1.294 -0.291 2.219
C -0.207 1.368 4.167
C -1.641 1.051 1.422
Si -3.358 0.975 2.224
C -4.661 2.230 1.643
C -4.084 -0.770 1.968
C -3.366 1.238 4.110
Si -1.027 2.667 0.763
C -1.985 4.265 1.111
C 0.790 3.063 1.138
C -0.972 2.581 -1.167
C -0.632 3.702 -1.919
C -0.525 3.621 -3.296
C -0.766 2.402 -3.919
C -1.108 1.321 -3.138
N -1.195 1.416 -1.806
H -0.435 -1.870 3.944
H -1.211 -2.134 2.387
H -2.135 -1.454 3.728
H 1.772 -0.494 3.184
H 1.905 0.447 1.704
H 1.330 -1.225 1.657
H -0.295 0.814 5.105
H -0.908 2.203 4.213
H 0.804 1.780 4.132
H -5.485 1.684 1.182
H -4.322 2.953 0.904
H -5.054 2.780 2.502
H -3.428 -1.483 1.459
H -4.995 -0.701 1.374
H -4.336 -1.211 2.936
H -3.201 2.286 4.369
H -2.686 0.630 4.706
H -4.387 0.993 4.423
H -2.311 4.310 2.152
H -2.866 4.381 0.481
H -1.333 5.124 0.937
H 0.980 3.180 2.205
H 1.053 4.006 0.652
H 1.458 2.293 0.750
H -0.453 4.645 -1.418
H -0.260 4.493 -3.878
H -0.703 2.296 -4.992
H -1.334 0.355 -3.568
C 6.841 -2.644 -1.712
C 5.921 -1.458 -1.422
C 6.101 -0.432 -2.551
C 6.351 -0.829 -0.089
C 4.451 -1.865 -1.327
C 4.030 -3.192 -1.402
C 2.690 -3.562 -1.290
C 1.777 -2.555 -1.095
O 0.409 -2.616 -0.941
B -0.037 -1.295 -0.747
O 1.082 -0.440 -0.811
C 2.177 -1.227 -1.020
C 3.497 -0.860 -1.132
H 7.869 -2.289 -1.802
H 6.576 -3.141 -2.647
H 6.816 -3.381 -0.907
H 7.151 -0.148 -2.637
H 5.526 0.477 -2.370
H 5.779 -0.852 -3.505
H 7.399 -0.526 -0.133
H 6.233 -1.543 0.728
H 5.756 0.054 0.149
H 4.759 -3.975 -1.550
H 2.384 -4.598 -1.347
H 3.775 0.183 -1.056
*
```

Values from the calculation:
**LUMO energy**: -0.001 Eh
**Electronic energy**: -3351.97850 Eh
**Energy above the lowest of the compared OMol25 structures with the same formula, charge and spin**: 0.0 kJ/mol


(2)
A structure of composition C25H45BiClNO2P in a non-equilibrium geometry, computed with ωB97M-V with the def2-TZVPD basis set.

```
! wB97M-V def2-TZVPD RIJCOSX def2/J DEFGRID3
* xyz -1 1
Bi 2.991 -0.766 0.077
Cl 4.964 -0.267 1.617
P -0.052 -0.316 -0.457
C 2.817 1.203 -0.789
H 2.192 2.018 -0.414
H 3.448 1.393 -1.663
C -0.508 -2.085 -0.007
C 0.091 -0.239 -2.333
C -1.982 -2.489 -0.114
H 0.063 -2.682 -0.744
C -2.133 -3.995 0.153
H -2.577 -1.928 0.621
H -2.393 -2.251 -1.106
C -1.514 -4.433 1.491
H -3.198 -4.258 0.128
H -1.642 -4.544 -0.664
C -0.094 -3.902 1.698
H -2.152 -4.078 2.311
H -1.508 -5.528 1.545
C 0.023 -2.404 1.404
H 0.235 -4.094 2.725
H 0.595 -4.440 1.033
H -0.560 -1.832 2.143
H 1.076 -2.100 1.526
C -1.512 0.790 0.001
C 0.114 1.225 -2.777
H 1.110 -0.634 -2.502
C 0.388 1.340 -4.278
H -0.842 1.709 -2.529
H 0.905 1.734 -2.213
C -0.498 0.421 -5.127
H 0.250 2.382 -4.589
H 1.443 1.088 -4.459
C -0.554 -1.023 -4.611
H -1.517 0.832 -5.155
H -0.133 0.421 -6.162
C -0.880 -1.114 -3.120
H -1.296 -1.596 -5.179
H 0.422 -1.502 -4.773
H -1.914 -0.791 -2.935
H -0.805 -2.160 -2.789
C -1.829 0.689 1.498
H -1.087 1.795 -0.189
C -2.795 1.798 1.927
H -2.279 -0.290 1.717
H -0.906 0.758 2.091
C -4.070 1.846 1.074
H -3.058 1.659 2.982
H -2.276 2.763 1.850
C -3.783 1.793 -0.433
H -4.717 1.000 1.347
H -4.630 2.761 1.304
C -2.799 0.682 -0.830
H -4.718 1.659 -0.990
H -3.360 2.757 -0.748
H -3.269 -0.298 -0.666
H -2.591 0.755 -1.906
C 1.550 1.151 3.003
C 1.554 2.177 2.102
H 0.763 0.393 3.002
C 2.630 3.209 2.049
H 0.767 2.265 1.350
C 3.903 2.754 2.775
H 2.868 3.465 1.009
H 2.279 4.136 2.533
C 3.606 2.125 4.133
H 4.404 1.998 2.155
H 4.594 3.596 2.896
C 2.581 0.973 4.067
H 4.538 1.761 4.582
H 3.195 2.899 4.793
H 3.117 0.021 3.934
H 2.093 0.889 5.050
O 4.470 -1.083 -1.783
N 3.774 -1.835 -2.545
O 2.619 -2.123 -2.117
*
```

Values from the calculation:
**LUMO energy**: 0.096 Eh
**Electronic energy**: -2200.92094 Eh
**Energy above the lowest of the compared OMol25 structures with the same formula, charge and spin**: 0.0 kJ/mol


(3)
A structure of composition C25H45Br2F7N2O16S3, computed with ωB97M-V with the def2-TZVPD basis set.

```
! wB97M-V def2-TZVPD RIJCOSX def2/J DEFGRID3
* xyz 0 1
C -1.140 -1.551 6.863
C 0.027 -0.871 6.149
O -0.334 -0.039 5.057
C -0.278 -0.584 3.761
O -0.648 -1.912 3.739
C 1.132 -0.373 3.207
C 2.144 -1.506 3.444
C 3.434 -1.040 4.124
S 4.547 -0.201 3.024
O 5.768 0.047 3.725
O 4.561 -0.873 1.768
O 3.830 1.192 2.746
O -1.135 0.280 3.010
C -2.158 -0.039 2.151
C -3.330 -0.910 2.612
C -3.796 -0.928 4.094
O -3.205 -0.032 4.995
C -1.636 -0.472 0.700
O -0.488 0.255 0.514
C -0.045 0.753 -0.736
C 1.439 1.086 -0.611
C 2.130 1.028 -1.991
C 2.996 -0.238 -2.206
C 2.559 -1.060 -3.429
S 2.597 -2.822 -3.207
O 1.465 -3.400 -3.868
O 2.838 -3.175 -1.843
O 3.904 -3.146 -4.071
O -2.784 -0.172 -0.090
N -2.638 0.232 -1.528
O -3.288 1.149 -1.729
C -1.336 -2.033 0.565
Br 0.569 -2.376 0.619
C -1.950 -2.640 -0.728
C -3.475 -2.861 -0.602
Br -1.174 -4.411 -1.061
S -2.812 1.770 1.934
O -2.710 2.409 3.215
O -2.179 2.417 0.829
C -4.669 1.939 1.514
F -4.688 3.162 0.992
F -5.080 1.102 0.553
C -5.730 1.908 2.682
F -6.261 3.128 2.806
F -5.187 1.572 3.854
C -6.933 0.953 2.428
F -6.542 -0.305 2.212
F -7.662 1.377 1.406
F -7.696 0.959 3.522
H -0.766 -2.352 7.502
H -1.890 -1.946 6.181
H -1.663 -0.837 7.499
H 0.792 -1.608 5.892
H 0.498 -0.200 6.872
H -1.477 -2.007 4.228
H 1.078 -0.152 2.144
H 1.488 0.539 3.685
H 2.450 -1.895 2.472
H 1.729 -2.343 4.002
H 3.234 -0.335 4.936
H 4.023 -1.863 4.530
H 3.929 1.775 3.514
H -4.189 -0.639 1.995
H -3.159 -1.943 2.320
H -3.638 -1.933 4.505
H -4.883 -0.799 4.101
H -2.939 0.798 4.573
H -0.184 0.012 -1.535
H -0.608 1.641 -1.034
H 1.882 0.333 0.042
H 1.557 2.080 -0.181
H 1.379 1.068 -2.785
H 2.783 1.896 -2.076
H 3.055 -0.858 -1.313
H 4.015 0.098 -2.406
H 3.162 -0.840 -4.308
H 1.522 -0.843 -3.688
H 3.960 -4.115 -4.136
H -1.721 -2.623 1.389
H -1.697 -2.055 -1.606
H -3.819 -2.655 0.410
H -4.009 -2.165 -1.249
H -3.756 -3.871 -0.881
C 3.864 3.397 -8.410
C 3.535 1.928 -8.168
C 2.314 1.706 -7.266
O 2.546 1.918 -5.885
C 2.474 3.269 -5.465
N 4.734 1.251 -7.671
H 4.345 3.849 -7.542
H 4.554 3.490 -9.247
H 2.966 3.972 -8.644
H 3.284 1.482 -9.135
H 2.018 0.657 -7.350
H 1.461 2.311 -7.602
H 1.724 3.831 -6.030
H 3.444 3.764 -5.556
H 2.194 3.270 -4.412
H 4.566 0.251 -7.615
H 4.884 1.541 -6.708
*
```

Values from the calculation:
**LUMO energy**: -0.031 Eh
**Electronic energy**: -9334.36683 Eh


(4)
The ion C25H45N14O8 with charge +1, computed with ωB97M-V with the def2-TZVPD basis set.

```
! wB97M-V def2-TZVPD RIJCOSX def2/J DEFGRID3
* xyz 1 1
N 0.164 -1.554 4.315
C -0.020 -2.227 3.168
N -1.212 -2.287 2.612
H -2.022 -1.757 3.052
C -1.382 -3.094 1.423
H -2.302 -2.791 0.926
C -0.176 -2.870 0.518
H -0.266 -3.440 -0.404
H -0.129 -1.806 0.279
C 1.090 -3.307 1.255
N 1.002 -2.926 2.658
H -2.713 0.021 3.977
H 1.897 -2.791 3.114
H 1.191 -4.398 1.194
C 2.373 -2.695 0.619
N 2.279 -1.253 0.547
C 2.279 -0.486 1.668
O 2.697 -0.882 2.747
C 1.578 0.809 1.530
C 0.855 1.205 2.594
N -0.069 2.196 2.638
C -1.063 2.191 3.607
O -1.187 1.273 4.403
N -1.865 3.264 3.546
H -1.795 3.902 2.766
H -2.610 3.363 4.213
H -0.201 2.818 1.843
H 0.973 0.668 3.524
N 1.425 1.416 0.256
C 0.317 1.242 -0.484
O -0.650 0.605 -0.104
C 0.357 1.911 -1.865
N -0.155 0.963 -2.826
C 0.501 0.307 -3.807
O 0.046 -0.713 -4.288
C 1.782 0.925 -4.387
N 2.926 0.084 -4.083
C 3.301 -0.225 -2.846
O 2.716 0.198 -1.855
C 4.573 -1.071 -2.740
N 5.677 -0.140 -2.849
H 6.566 -0.623 -2.894
H 5.699 0.495 -2.059
H 4.626 -1.751 -3.599
C 4.558 -1.910 -1.438
N 3.579 -2.961 -1.546
C 2.574 -3.366 -0.751
O 1.862 -4.288 -1.096
H 3.645 -3.520 -2.389
H 4.328 -1.268 -0.587
H 5.555 -2.347 -1.293
H 3.367 -0.343 -4.888
H 1.949 1.940 -4.014
C 1.641 0.950 -5.927
O 1.724 -0.335 -6.456
H 1.008 -0.864 -6.064
H 0.696 1.444 -6.193
H 2.469 1.520 -6.359
H -0.997 0.485 -2.514
H 1.389 2.160 -2.109
C -0.467 3.220 -1.853
N -1.816 3.066 -1.385
C -2.186 3.337 -0.123
O -1.401 3.744 0.727
C -3.666 3.161 0.121
H -3.939 3.671 1.045
H -4.197 3.632 -0.707
C -4.107 1.679 0.202
N -3.530 0.944 -0.915
H -2.596 0.632 -0.656
H -4.083 0.121 -1.122
C -3.765 1.081 1.578
C -4.340 -0.327 1.745
H -3.724 -1.044 1.200
H -5.347 -0.354 1.321
C -4.454 -0.767 3.204
N -3.145 -0.893 3.847
H -3.262 -1.296 4.772
H 1.115 -1.386 4.607
H -5.106 -0.063 3.739
H -4.929 -1.752 3.236
H -4.179 1.731 2.352
H -2.679 1.057 1.689
H -5.197 1.670 0.083
H -2.484 2.560 -1.953
H 0.025 3.936 -1.189
H -0.488 3.624 -2.869
H 2.262 1.760 -0.192
H 2.016 -0.831 -0.335
H 3.231 -2.956 1.256
H -1.462 -4.153 1.693
H -0.523 -0.869 4.601
*
```

Values from the calculation:
**LUMO energy**: -0.062 Eh
**Electronic energy**: -2348.23074 Eh
**Energy above the lowest of the compared OMol25 structures with the same formula, charge and spin**: 42.1 kJ/mol


(5)
A structure of composition C25H45N2P3PtSe2 in a non-equilibrium geometry, computed with ωB97M-V with the def2-TZVPD basis set.

```
! wB97M-V def2-TZVPD RIJCOSX def2/J DEFGRID3
* xyz 4 5
Pt 0.493 -0.648 -0.115
P -0.951 -2.382 0.439
P 2.128 -0.740 1.716
P 1.779 -1.812 -1.677
H -2.792 4.428 -7.564
C -2.751 3.483 -8.122
C -3.838 2.709 -8.268
H -4.809 2.994 -7.841
C -2.380 -1.881 1.438
C -0.189 -3.701 1.447
C -1.691 -3.225 -1.003
C 3.359 0.615 1.653
C 1.430 -0.560 3.391
C 3.143 -2.263 1.829
C 1.014 -1.746 -3.325
C 2.013 -3.595 -1.352
C 3.465 -1.172 -1.926
H -1.797 3.227 -8.602
H -3.808 1.780 -8.853
H -2.926 -1.082 0.919
H -2.049 -1.496 2.412
H -3.047 -2.742 1.601
H 0.115 -3.295 2.421
H 0.688 -4.125 0.943
H -0.927 -4.501 1.610
H -2.310 -2.499 -1.547
H -2.325 -4.056 -0.661
H -0.927 -3.610 -1.688
H 4.018 0.587 2.536
H 2.834 1.580 1.629
H 3.970 0.534 0.745
H 2.167 -0.873 4.146
H 0.534 -1.183 3.491
H 1.143 0.482 3.587
H 3.833 -2.202 2.684
H 3.736 -2.412 0.918
H 2.495 -3.138 1.975
H 1.510 -2.473 -3.983
H 1.118 -0.733 -3.735
H -0.054 -1.984 -3.251
H 2.661 -4.008 -2.139
H 1.055 -4.130 -1.369
H 2.497 -3.750 -0.379
H 4.015 -1.881 -2.564
H 3.997 -1.056 -0.973
H 3.410 -0.191 -2.421
C 0.706 1.944 -2.946
C -0.606 1.593 -3.305
C -1.125 1.991 -4.540
C -0.369 2.797 -5.394
C 0.935 3.177 -5.031
C 1.477 2.742 -3.826
Se 1.522 1.485 -1.291
H -0.677 -0.607 -1.253
H -1.210 1.011 -2.607
H -2.130 1.674 -4.829
H -0.797 3.130 -6.342
H 1.526 3.812 -5.693
H 2.494 3.012 -3.536
C 0.277 3.056 3.381
N -0.856 2.166 3.605
C -1.503 1.426 2.656
Se -1.131 1.444 0.830
N -2.480 0.735 3.326
C -2.388 0.964 4.701
C -2.973 0.303 5.771
C -2.546 0.669 7.061
C -1.501 1.602 7.237
C -0.868 2.199 6.139
C -1.372 1.883 4.878
H 1.164 2.694 3.915
H 0.040 4.060 3.753
H 0.486 3.106 2.308
H -3.179 0.141 2.883
H -3.726 -0.453 5.574
H -3.024 0.227 7.936
H -1.192 1.854 8.258
H -0.022 2.887 6.210
*
```

Values from the calculation:
**LUMO energy (alpha / beta)**: -0.386 / -0.547 Eh
**Electronic energy**: -7033.88318 Eh
**Energy above the lowest of the compared OMol25 structures with the same formula, charge and spin**: 0.0 kJ/mol
**<S²>**: 6.050


Which value of electronic energy does entry 2 give?
-2200.92094 Eh